Entry 1:
Formula: C6H16
Source: the Open Molecules 2025 dataset
Level of theory: ωB97M-V/def2-TZVPD

Atoms and positions in Å:
C -0.019 1.014 2.457
C 0.951 0.360 1.453
C -0.913 1.993 1.681
H -0.575 0.238 2.988
H 0.567 1.559 3.200
H 1.586 1.153 1.051
H -1.336 1.509 0.789
H -1.851 2.290 2.159
H -0.317 2.844 1.367
H 1.442 -0.462 1.974
H 0.432 -0.073 0.600
C 0.471 -0.713 -1.866
C 0.505 -2.113 -1.231
C -0.919 -0.488 -2.423
H 0.667 0.065 -1.143
H 1.212 -0.669 -2.666
H -0.479 -2.567 -1.211
H -1.717 -0.611 -1.674
H 0.987 -2.227 -0.252
H 1.184 -2.771 -1.793
H -1.063 0.526 -2.821
H -1.322 -1.150 -3.198

The calculation puts the HOMO energy at -11.2097 eV. The value obtained for the total energy is -238.17085 a.u. The value obtained for the lowest unoccupied orbital energy is 1.115 eV. As for the energy above the lowest of the compared OMol25 structures with the same formula, charge and spin: 16.12 kcal/mol. For the frontier orbital gap, the calculation gives 0.4529 Eh. The SMILES is CCC.CCC.

Entry 2:
Formula: C18H22F4N5RuS2
Source: the Open Molecules 2025 dataset
Level of theory: ωB97M-V/def2-TZVPD

Atoms and positions in Å:
Ru -0.652 0.239 0.211
C -2.409 -2.280 0.134
N -2.122 -1.020 -0.600
C -1.872 -1.370 -2.024
C -3.351 -0.161 -0.469
C -3.061 1.237 -0.969
N -1.781 1.598 -0.353
C -1.412 2.915 -0.127
C -0.301 3.129 0.698
F 0.264 2.011 1.278
C 0.182 4.373 1.007
F 1.223 4.481 1.813
C -0.435 5.491 0.462
C -1.525 5.317 -0.374
F -2.114 6.354 -0.920
C -2.021 4.052 -0.673
F -3.031 3.936 -1.516
H -3.335 -2.708 -0.254
H -2.529 -2.077 1.196
H -1.604 -2.989 -0.029
H -2.774 -1.803 -2.461
H -1.069 -2.102 -2.072
H -1.585 -0.491 -2.596
H -3.592 -0.115 0.595
H -4.187 -0.630 -0.990
H -3.855 1.938 -0.725
H -2.923 1.258 -2.056
H -0.070 6.487 0.682
S 0.734 0.403 -1.557
C 2.377 0.707 -1.027
N 2.861 0.949 0.174
C 4.315 1.227 0.132
C 4.642 1.067 -1.370
N 3.323 0.736 -1.944
H 2.306 1.005 1.010
H 4.849 0.511 0.751
H 4.507 2.232 0.499
H 5.343 0.257 -1.558
H 5.025 1.982 -1.817
H 3.156 0.596 -2.929
S 0.291 -1.019 1.891
C 0.486 -2.751 1.702
N 0.402 -3.482 2.840
C 0.604 -4.810 2.893
C 0.913 -5.499 1.743
C 1.020 -4.787 0.554
C 0.808 -3.412 0.532
H 0.188 -2.994 3.705
H 0.512 -5.273 3.866
H 1.077 -6.566 1.785
H 1.278 -5.305 -0.361
H 0.920 -2.844 -0.381

The calculation puts the HOMO energy (alpha / beta) at -17.5896 / -17.5544 eV. The value obtained for the total energy is -2262.63396 a.u. The value obtained for the lowest unoccupied orbital energy (alpha / beta) is -11.566 / -11.619 eV. For the frontier orbital gap (alpha / beta), the calculation gives 0.2214 / 0.2181 Eh. As for the total charge: +3.

Entry 3:
Formula: C4H16Cl2CuN8O4
Source: the Open Molecules 2025 dataset
Level of theory: ωB97M-V/def2-TZVPD

Atoms and positions in Å:
Cu -1.000 -0.240 -0.226
Cl -2.436 1.445 -1.190
Cl -2.666 -2.034 0.224
C -1.158 -1.708 -3.207
O -0.694 -1.369 -2.126
N -0.455 -1.589 -4.368
N -2.380 -2.322 -3.258
H -0.786 -1.814 -5.286
H 0.482 -1.246 -4.265
H -3.000 -2.126 -4.025
H -2.809 -2.415 -2.342
C -1.484 1.220 2.925
O -1.276 0.835 1.788
N -2.600 1.929 3.241
N -0.604 1.001 3.944
H -3.305 2.199 2.582
H -2.675 2.292 4.174
H -0.744 1.276 4.896
H 0.261 0.563 3.679
C 1.552 1.536 -1.497
O 0.845 0.712 -0.943
N 2.510 2.257 -0.845
N 1.416 1.817 -2.832
H 2.940 3.051 -1.276
H 2.546 2.060 0.139
H 0.675 1.371 -3.341
H 2.132 2.358 -3.277
C 1.428 -1.290 1.780
O 0.482 -1.325 1.021
N 2.727 -1.169 1.332
N 1.290 -1.473 3.131
H 3.469 -1.094 1.998
H 2.778 -1.158 0.329
H 0.424 -1.869 3.455
H 2.115 -1.679 3.666

The calculation puts the HOMO energy (alpha / beta) at -7.7403 / -7.7214 eV. The value obtained for the total energy is -3462.08481 a.u. The value obtained for the lowest unoccupied orbital energy (alpha / beta) is 0.237 / -0.357 eV. As for the energy above the lowest of the compared OMol25 structures with the same formula, charge and spin: 0.00 kcal/mol. For the frontier orbital gap (alpha / beta), the calculation gives 0.2932 / 0.2706 Eh. The spin multiplicity is 2.

Entry 4:
Formula: C5H12N2O3
Source: the Open Molecules 2025 dataset
Level of theory: ωB97M-V/def2-TZVPD

Atoms and positions in Å:
N 2.121 1.230 0.548
C 2.906 2.500 0.092
O 2.140 3.502 -0.051
C 4.173 2.652 0.954
C 3.978 3.074 2.401
C 3.528 2.024 3.402
O 2.118 1.847 3.367
C 4.803 4.205 2.905
N 3.373 4.377 2.679
H 1.176 1.280 0.170
H 2.017 1.181 1.575
H 4.758 1.720 0.928
H 4.764 3.414 0.430
H 3.972 1.047 3.167
H 3.842 2.312 4.416
H 1.725 2.729 3.378
H 5.119 4.219 3.951
H 5.500 4.674 2.208
H 3.174 4.863 1.808
H 2.598 0.491 -0.206
O 3.391 1.801 -1.269
H 2.854 2.251 -1.930

The calculation puts the HOMO energy at -8.8872 eV. The value obtained for the total energy is -532.87461 a.u. The value obtained for the lowest unoccupied orbital energy is 0.615 eV. As for the energy above the lowest of the compared OMol25 structures with the same formula, charge and spin: 74.92 kcal/mol. For the frontier orbital gap, the calculation gives 0.3492 Eh. The SMILES is [NH3+][C@]([O-])(O)C[C@@]1(CO)CN1.

Entry 5:
Formula: C8H8N2O2S
Source: the Open Molecules 2025 dataset
Level of theory: ωB97M-V/def2-TZVPD

Atoms and positions in Å:
C 3.055 -0.980 0.537
C 2.842 -0.411 -0.682
C 2.058 -0.641 1.526
C 1.822 0.404 -1.107
C 1.030 0.140 1.134
C 0.858 0.696 -0.146
C -2.186 -0.586 -0.171
C -1.910 0.717 -0.106
N -0.172 1.594 -0.305
N -3.488 -1.093 -0.196
O -3.644 -2.280 -0.413
O -4.349 -0.222 -0.084
S -3.127 1.893 0.021
H 3.905 -1.704 0.697
H 3.479 -0.868 -1.453
H 1.947 -0.930 2.581
H 1.871 0.707 -2.083
H 0.178 0.188 1.902
H -1.411 -1.328 -0.361
H -0.443 1.847 -1.237
H -2.313 2.856 -0.051

The calculation puts the HOMO energy (alpha / beta) at -5.9457 / -8.0575 eV. The value obtained for the total energy is -967.45955 a.u. The value obtained for the lowest unoccupied orbital energy (alpha / beta) is -0.999 / -4.188 eV. As for the energy above the lowest of the compared OMol25 structures with the same formula, charge and spin: 91.01 kcal/mol. For the frontier orbital gap (alpha / beta), the calculation gives 0.1818 / 0.1422 Eh. The spin multiplicity is 3.

Entry 6:
Formula: C28H43ClFGeN3O7Zn
Source: the Open Molecules 2025 dataset
Level of theory: ωB97M-V/def2-TZVPD

Atoms and positions in Å:
Zn -0.028 1.257 -0.112
C -7.047 -0.776 -0.865
C -6.923 0.611 -0.265
C -7.750 1.641 -1.014
C -7.702 2.971 -0.287
C -6.281 3.400 -0.071
C -5.965 4.726 0.103
C -4.638 5.116 0.281
F -4.379 6.418 0.453
C -3.611 4.223 0.271
C -3.899 2.860 0.089
C -2.810 1.906 0.055
O -1.618 2.379 0.200
C -3.149 0.561 -0.120
C -4.495 0.235 -0.241
N -5.500 1.094 -0.221
C -5.231 2.452 -0.065
C -2.221 -0.640 -0.168
O -2.712 -1.747 -0.254
O -0.939 -0.432 -0.122
H -8.108 -1.002 -0.959
H -6.612 -1.556 -0.246
H -6.605 -0.821 -1.861
H -7.253 0.587 0.780
H -8.775 1.279 -1.087
H -7.366 1.740 -2.033
H -8.200 2.876 0.683
H -8.233 3.745 -0.838
H -6.740 5.480 0.095
H -2.593 4.551 0.405
H -4.733 -0.811 -0.352
C 1.335 5.441 -0.792
C 0.668 4.055 -0.889
N 1.132 3.176 0.201
C 2.600 3.056 0.140
C 3.263 4.431 0.352
N 2.171 5.455 0.455
C 1.307 5.180 1.651
C 0.743 3.754 1.500
H 0.613 6.252 -0.701
H 2.002 5.654 -1.626
H 0.919 3.583 -1.838
H -0.416 4.132 -0.817
H 2.877 2.646 -0.829
H 2.926 2.355 0.905
H 3.898 4.726 -0.482
H 3.842 4.488 1.273
H 2.595 6.378 0.559
H 0.533 5.946 1.664
H 1.932 5.296 2.536
H -0.344 3.756 1.561
H 1.130 3.109 2.289
O 1.115 0.995 -1.981
Cl 2.044 0.014 -1.402
O 1.581 -1.325 -1.772
O 3.362 0.225 -1.838
O 1.912 0.183 0.055
C -0.256 -7.335 -0.494
C -0.343 -5.817 -0.494
C -0.133 -5.200 -1.871
C -0.185 -3.672 -1.803
Ge 1.073 -2.990 -0.517
C 2.917 -3.561 -0.387
C 3.149 -5.071 -0.220
C 4.627 -5.437 -0.335
C 4.857 -6.934 -0.204
H -0.407 -7.748 0.502
H 0.717 -7.673 -0.852
H -1.016 -7.760 -1.150
H 0.420 -5.425 0.205
H -1.306 -5.487 -0.096
H -0.903 -5.558 -2.558
H 0.821 -5.533 -2.291
H -1.163 -3.316 -1.475
H 0.034 -3.201 -2.763
H 0.547 -2.314 0.737
H 3.347 -3.029 0.467
H 3.430 -3.203 -1.283
H 2.585 -5.636 -0.965
H 2.781 -5.396 0.758
H 5.189 -4.902 0.436
H 5.007 -5.080 -1.297
H 4.531 -7.299 0.771
H 5.910 -7.185 -0.314
H 4.305 -7.485 -0.966

The calculation puts the HOMO energy at -13.4638 eV. The value obtained for the total energy is -6199.32121 a.u. The value obtained for the lowest unoccupied orbital energy is -4.978 eV. As for the energy above the lowest of the compared OMol25 structures with the same formula, charge and spin: 0.00 kcal/mol. For the frontier orbital gap, the calculation gives 0.3119 Eh. As for the total charge: +2.

no.,M (g mol⁻¹)
1,88.2
2,549.6
3,374.7
4,148.2
5,196.2
6,726.1